Entry 1:
80
Properties=species:S:1:pos:R:3:lowdin_charge:R:1 method="wB97M-V/def2-TZVPD" s2=3.77 lumo_ev="4.203 / 4.151" spin_multiplicity=4 total_charge=-2 de_lowest_kj_mol=1.08 homo_lumo_gap_ha="0.0501 / 0.1693"
Tc -0.18 0.41 0.22 0.345
Cl 1.85 -0.49 -0.36 0.121
C 0.32 1.20 4.32 -0.101
C 0.40 1.09 2.07 -0.214
N 0.91 0.58 3.26 -0.006
H -1.12 2.85 4.35 0.104
N -0.36 2.15 2.48 -0.065
H 0.41 0.85 5.34 0.107
C 1.95 -0.49 3.37 -0.548
C 2.37 -0.67 4.83 -0.078
C 1.41 -1.81 2.83 -0.046
H 1.56 -1.08 5.46 0.078
H 3.19 -1.40 4.85 0.082
H 2.73 0.26 5.27 0.081
H 4.05 -0.72 2.82 0.081
H 3.48 0.98 2.95 0.085
H 1.15 -1.74 1.77 0.020
C 3.21 -0.04 2.62 -0.077
H 0.52 -2.13 3.40 0.067
H 2.18 -2.60 2.93 0.089
H 3.03 -0.04 1.54 -0.036
C -0.43 2.20 3.84 -0.110
C -2.66 2.68 1.82 -0.061
H -3.00 2.79 2.86 0.075
H -3.25 3.39 1.22 0.083
C -1.18 3.02 1.64 -0.594
H -1.26 3.65 -0.40 0.084
C -1.00 4.46 2.13 -0.075
H 0.06 4.72 2.17 0.085
H -2.91 1.68 1.45 0.030
H -1.07 1.90 -0.34 0.004
H -1.44 4.65 3.11 0.067
H -1.48 5.15 1.42 0.078
C -0.73 2.91 0.21 -0.134
H 0.34 3.14 0.17 0.085
C 0.92 -1.58 -5.35 -0.104
N 0.80 -1.61 -3.97 -0.055
H 0.07 -0.11 -6.75 0.062
N -0.25 0.13 -4.63 -0.061
H 1.42 -2.36 -5.90 0.087
C 1.55 -2.62 -3.15 -0.571
C 1.71 -3.93 -3.88 -0.093
C 2.91 -1.99 -2.85 -0.092
H 2.39 -3.89 -4.74 0.065
H 2.13 -4.65 -3.17 0.080
H 0.75 -4.33 -4.19 0.083
H 1.28 -3.60 -1.26 0.087
H -0.21 -3.46 -2.23 0.086
H 2.79 -1.15 -2.18 -0.055
C 0.71 -2.95 -1.93 -0.110
H 3.37 -1.63 -3.78 0.077
H 3.59 -2.71 -2.37 0.079
H 0.44 -2.05 -1.37 -0.041
C 0.26 -0.48 -5.76 -0.129
C 0.24 2.51 -4.56 -0.129
H 1.02 2.31 -5.31 0.056
H -0.14 3.53 -4.73 0.051
C -0.87 1.46 -4.66 -0.585
H -2.20 2.62 -3.43 0.073
C -1.64 1.66 -5.96 -0.312
H -2.36 0.86 -6.14 0.044
H 0.70 2.48 -3.57 0.076
H -1.42 1.27 -2.55 0.029
H -1.00 1.76 -6.85 0.010
H -2.22 2.59 -5.89 0.036
C -1.86 1.58 -3.51 -0.085
H -2.75 0.96 -3.72 0.078
C 0.13 -0.53 -3.50 0.006
Se -2.07 -1.02 0.69 0.458
C -2.10 -1.54 2.60 -0.616
C -2.36 -0.64 3.63 -0.141
C -2.28 -1.06 4.97 -0.116
C -2.17 -2.42 5.25 -0.139
C -1.87 -3.33 4.23 -0.128
C -1.84 -2.88 2.91 -0.186
H -2.65 0.39 3.40 0.078
H -2.33 -0.34 5.79 0.088
H -2.29 -2.78 6.28 0.080
H -1.66 -4.38 4.46 0.089
H -1.63 -3.57 2.09 0.088

Entry 2:
91
Properties=species:S:1:pos:R:3:lowdin_charge:R:1 method="wB97M-V/def2-TZVPD" lumo_ev=-4.651 spin_multiplicity=1 total_charge=+1 homo_lumo_gap_ha=0.2328
O -1.03 3.09 4.06 0.241
C -1.01 2.80 2.91 -0.377
O -0.06 1.99 2.29 0.043
N 1.22 2.60 2.18 0.144
C 1.12 4.02 1.89 -0.423
O 1.48 4.91 2.58 0.236
F 0.54 4.30 0.69 0.145
C 1.82 2.02 0.99 -0.454
O 2.78 2.47 0.47 0.228
F 1.19 0.96 0.52 0.173
C -2.13 3.30 1.98 -0.056
C -2.88 2.46 1.18 0.061
C -3.83 3.04 0.36 -0.008
N -4.00 4.36 0.38 0.134
C -3.28 5.19 1.14 -0.005
C -2.33 4.69 1.98 0.044
H -2.69 1.39 1.20 0.149
H -4.40 2.39 -0.29 0.135
H -4.69 4.77 -0.24 0.194
H -3.43 6.26 1.13 0.157
H -1.71 5.32 2.62 0.148
O -0.46 -3.62 -3.85 0.081
C 0.48 -3.23 -3.22 -0.530
O 0.50 -1.95 -2.81 -0.001
C 1.48 -1.41 -1.92 -0.235
C 2.74 -1.01 -2.65 -0.052
C 1.66 -4.14 -2.95 0.021
H 1.67 -2.09 -1.09 0.093
H 1.02 -0.52 -1.48 0.100
H 3.22 -1.87 -3.12 0.075
H 3.45 -0.55 -1.96 0.080
H 2.51 -0.30 -3.45 0.084
H 2.29 -4.14 -3.84 0.098
H 1.28 -5.14 -2.77 0.093
H 2.27 -3.88 -2.08 0.036
O 2.57 8.01 5.75 0.111
C 3.21 7.00 5.70 -0.524
O 4.29 6.86 6.49 0.004
C 5.03 5.64 6.63 -0.234
C 6.04 5.48 5.51 -0.065
C 2.86 5.92 4.71 -0.011
H 4.35 4.79 6.71 0.113
H 5.54 5.72 7.58 0.124
H 5.56 5.42 4.54 0.066
H 6.63 4.57 5.66 0.082
H 6.71 6.33 5.49 0.086
H 3.27 6.18 3.74 0.093
H 1.78 5.85 4.64 0.071
H 3.22 4.93 4.99 0.072
O -5.35 1.02 0.84 0.047
C -6.42 0.45 0.73 -0.496
O -7.48 1.12 0.31 0.018
C -8.75 0.52 -0.01 -0.212
C -9.59 0.32 1.22 -0.057
C -6.56 -0.99 1.14 0.028
H -8.60 -0.41 -0.58 0.120
H -9.24 1.21 -0.69 0.126
H -9.12 -0.36 1.93 0.071
H -10.57 -0.09 0.95 0.090
H -9.74 1.27 1.74 0.087
H -6.68 -1.04 2.22 0.106
H -5.65 -1.52 0.86 0.099
H -7.39 -1.51 0.66 0.077
O 2.58 -2.39 -7.61 0.102
C 1.71 -3.22 -7.69 -0.529
O 1.91 -4.32 -8.45 -0.001
C 1.02 -5.44 -8.47 -0.236
C -0.13 -5.21 -9.43 -0.066
C 0.38 -3.02 -7.02 0.013
H 0.68 -5.69 -7.47 0.114
H 1.62 -6.28 -8.82 0.122
H -0.74 -4.36 -9.13 0.067
H -0.77 -6.09 -9.48 0.082
H 0.25 -4.99 -10.43 0.084
H -0.24 -2.37 -7.64 0.099
H 0.55 -2.54 -6.06 0.074
H -0.16 -3.94 -6.81 0.069
O 3.16 -3.59 -0.36 0.072
C 3.29 -4.04 0.75 -0.498
O 2.22 -4.49 1.41 0.012
C 2.29 -5.19 2.66 -0.226
C 2.38 -4.24 3.83 -0.064
C 4.64 -4.03 1.43 0.022
H 3.09 -5.92 2.65 0.118
H 1.36 -5.76 2.73 0.125
H 3.29 -3.63 3.78 0.068
H 2.38 -4.78 4.77 0.085
H 1.54 -3.54 3.82 0.082
H 4.82 -3.04 1.84 0.099
H 5.40 -4.25 0.68 0.097
H 4.74 -4.78 2.21 0.072

Entry 3:
86
Properties=species:S:1:pos:R:3:lowdin_charge:R:1 method="wB97M-V/def2-TZVPD" lumo_ev=-4.404 spin_multiplicity=1 total_charge=+2 de_lowest_kj_mol=0.00 homo_lumo_gap_ha=0.2897
Rb 10.29 10.10 13.90 0.924
C 10.27 11.76 17.23 -0.052
O 9.39 11.70 16.07 -0.278
C 8.10 11.26 16.44 -0.225
C 7.19 11.46 15.27 -0.184
O 7.49 10.52 14.24 -0.254
C 6.82 10.77 13.00 -0.173
C 7.45 11.80 12.15 -0.189
O 8.75 11.33 11.80 -0.305
C 9.50 12.23 10.98 -0.063
H 10.38 10.79 17.69 0.082
H 9.85 12.39 17.99 0.087
H 11.22 12.13 16.88 0.088
H 7.71 11.87 17.28 0.148
H 8.09 10.19 16.70 0.123
H 7.23 12.49 14.91 0.138
H 6.13 11.30 15.61 0.155
H 5.78 11.05 13.17 0.139
H 6.77 9.80 12.52 0.116
H 7.53 12.78 12.64 0.137
H 6.85 11.98 11.26 0.141
H 8.99 12.40 10.05 0.090
H 10.44 11.71 10.76 0.086
H 9.65 13.20 11.50 0.112
N 14.07 10.79 15.50 0.095
C 13.50 9.82 16.25 -0.720
N 12.29 9.38 16.01 0.027
C 12.01 8.29 16.80 -0.348
C 13.00 7.95 17.63 -0.360
S 14.33 8.99 17.49 1.128
C 10.74 7.53 16.73 -0.332
C 10.38 6.52 17.51 -0.323
S 8.72 6.11 17.20 1.093
C 8.62 7.37 16.05 -0.738
N 9.73 8.03 15.89 0.015
N 7.45 7.63 15.36 0.098
H 13.48 11.49 15.08 0.097
H 14.90 11.19 15.92 0.100
H 12.97 7.19 18.35 0.070
H 10.96 6.01 18.24 0.078
H 6.55 7.40 15.78 0.116
H 7.44 8.55 14.90 0.071
C 17.27 9.59 7.58 -0.027
C 16.17 9.62 8.62 -0.233
C 16.42 10.29 9.81 0.007
C 15.43 10.42 10.78 -0.189
C 15.73 11.31 11.93 -0.047
C 14.19 9.73 10.58 -0.103
C 13.25 9.77 11.67 -0.183
O 12.16 9.20 11.70 -0.088
C 13.96 9.01 9.39 -0.184
C 12.66 8.28 9.12 -0.037
C 14.94 9.03 8.43 -0.005
H 18.05 10.34 7.83 0.091
H 16.82 9.83 6.60 0.095
H 17.71 8.59 7.47 0.092
H 17.40 10.79 9.88 0.131
H 16.65 11.86 11.67 0.094
H 15.94 10.74 12.85 0.094
H 14.92 11.98 12.15 0.078
H 13.54 10.39 12.53 0.107
H 11.86 8.96 9.24 0.057
H 12.60 7.41 9.79 0.086
H 12.66 7.92 8.07 0.097
H 14.74 8.48 7.52 0.125
C 9.26 6.93 9.78 -0.022
C 9.05 8.14 10.75 -0.105
N 8.69 7.65 12.11 -0.142
C 9.81 6.83 12.65 -0.130
C 10.09 5.62 11.70 -0.025
N 9.05 5.67 10.59 -0.084
C 7.67 5.60 11.14 -0.047
C 7.46 6.85 12.06 -0.127
H 10.28 6.90 9.41 0.112
H 8.51 6.89 9.01 0.133
H 8.25 8.77 10.42 0.120
H 9.95 8.73 10.79 0.091
H 9.59 6.45 13.68 0.126
H 10.68 7.46 12.64 0.078
H 9.94 4.70 12.26 0.136
H 11.08 5.67 11.23 0.138
H 9.21 4.86 10.04 0.176
H 7.59 4.66 11.71 0.147
H 6.96 5.58 10.33 0.133
H 7.26 6.54 13.08 0.100
H 6.63 7.48 11.79 0.122

Entry 4:
86
Properties=species:S:1:pos:R:3:lowdin_charge:R:1 method="wB97M-V/def2-TZVPD" lumo_ev=2.128 spin_multiplicity=1 total_charge=-1 de_lowest_kj_mol=0.00 homo_lumo_gap_ha=0.1731
Be -1.52 -0.37 -1.36 0.013
C 1.42 -1.63 -0.37 -0.048
C 1.30 -0.63 -1.41 -0.267
C 2.30 0.10 -2.12 0.033
C 1.61 1.02 -2.93 -0.292
C 2.15 1.92 -3.97 -0.031
N 0.31 0.97 -2.61 0.071
N 0.11 -0.06 -1.68 0.101
B -0.86 1.75 -3.11 -0.432
N -1.85 0.77 -3.79 0.081
N -2.23 -0.32 -2.95 0.123
C -3.19 -0.97 -3.60 -0.313
C -3.87 -2.21 -3.15 -0.007
C -3.43 -0.32 -4.77 -0.016
C -2.53 0.72 -4.94 -0.287
C -2.44 1.68 -6.05 -0.026
N -1.77 2.21 -1.79 0.094
N -1.96 1.14 -0.86 0.062
C -2.35 1.69 0.29 -0.257
C -2.69 0.87 1.53 -0.029
C -2.40 3.09 0.14 0.016
C -1.95 3.36 -1.15 -0.315
C -1.69 4.69 -1.74 -0.020
H 2.16 -2.42 -0.58 0.085
H 0.49 -2.21 -0.09 0.072
H 1.73 -1.20 0.60 0.021
H 3.38 -0.16 -2.17 0.118
H 3.25 1.69 -4.10 0.099
H 2.07 2.93 -3.60 0.076
H 1.56 1.79 -4.93 0.097
H -0.73 2.75 -3.76 0.113
H -3.24 -3.10 -3.40 0.099
H -4.79 -2.30 -3.66 0.062
H -3.99 -2.17 -2.06 0.082
H -4.30 -0.45 -5.42 0.114
H -3.14 1.28 -6.81 0.088
H -1.40 1.80 -6.44 0.097
H -2.85 2.64 -5.77 0.079
H -3.43 0.07 1.36 0.066
H -3.10 1.56 2.25 0.064
H -1.84 0.44 2.06 0.058
H -2.61 3.84 0.89 0.108
H -2.37 5.36 -1.23 0.077
H -1.86 4.58 -2.81 0.076
H -0.67 4.96 -1.49 0.090
C 3.67 3.46 4.06 -0.264
Si 3.48 1.96 2.93 0.059
C 5.06 0.88 3.01 -0.279
C 3.49 2.75 1.12 -0.266
As 1.56 0.71 2.96 0.525
Si 1.85 -0.88 4.68 0.102
C 0.37 -2.08 4.80 -0.243
C 3.48 -1.80 4.71 -0.249
C 1.79 0.09 6.33 -0.277
H 2.97 3.44 4.94 0.021
H 3.54 4.43 3.53 0.015
H 4.63 3.54 4.57 0.000
H 5.83 1.57 2.59 0.006
H 4.99 -0.05 2.39 0.016
H 5.33 0.57 4.07 0.024
H 4.53 3.18 1.03 0.014
H 2.78 3.58 1.06 0.003
H 3.33 2.08 0.29 -0.024
H 0.04 -2.44 3.83 0.006
H -0.50 -1.68 5.35 0.023
H 0.76 -2.95 5.30 -0.008
H 3.81 -1.83 3.69 -0.006
H 3.18 -2.81 5.05 0.016
H 4.24 -1.33 5.32 0.009
H 1.10 0.90 6.29 -0.012
H 2.78 0.50 6.55 0.009
H 1.57 -0.67 7.08 0.005
F -1.43 -7.17 -0.29 0.054
C -1.69 -5.87 -0.38 -0.321
C -1.11 -5.11 -1.40 -0.023
C -1.29 -3.74 -1.39 -0.080
C -1.97 -3.04 -0.37 -0.312
C -1.97 -1.59 -0.22 -0.170
C -2.61 -3.88 0.59 -0.027
C -2.45 -5.27 0.62 -0.021
H -0.60 -5.64 -2.23 0.120
H -0.96 -3.18 -2.28 0.114
H -1.23 -1.23 0.57 0.087
H -2.96 -1.31 0.19 0.046
H -3.25 -3.33 1.30 0.113
H -2.94 -5.94 1.29 0.101

Entry 5:
83
Properties=species:S:1:pos:R:3:lowdin_charge:R:1 method="wB97M-V/def2-TZVPD" s2=8.79 lumo_ev="-4.277 / -7.233" spin_multiplicity=6 total_charge=+2 de_lowest_kj_mol=0.00 homo_lumo_gap_ha="0.3195 / 0.2255"
Ir 0.15 1.37 -0.23 1.303
C 3.08 1.98 1.65 -0.140
C 1.75 2.62 2.08 -0.187
N 0.59 1.71 2.00 -0.152
C -0.63 2.23 2.66 -0.166
C -1.33 3.27 1.80 -0.175
N -1.65 2.71 0.48 -0.142
C -2.13 3.67 -0.53 -0.198
C -1.21 4.85 -0.85 -0.147
C 0.30 4.63 -0.85 -0.202
N 0.79 3.35 -1.40 -0.130
C 2.27 3.35 -1.41 -0.187
C 2.85 1.96 -1.60 -0.164
N 2.32 1.00 -0.61 -0.184
C 3.08 0.82 0.65 -0.190
H 3.58 1.57 2.54 0.127
H 3.74 2.78 1.31 0.119
H 1.53 3.48 1.45 0.079
H 1.86 3.00 3.10 0.135
H 0.83 0.83 2.45 0.110
H -0.40 2.65 3.64 0.135
H -1.29 1.38 2.81 0.127
H -0.69 4.14 1.66 0.110
H -2.23 3.62 2.32 0.142
H -2.39 2.02 0.60 0.111
H -3.10 4.07 -0.23 0.136
H -2.29 3.10 -1.44 0.081
H -1.39 5.67 -0.15 0.125
H -1.53 5.23 -1.82 0.126
H 0.69 4.69 0.17 0.089
H 0.77 5.46 -1.39 0.137
H 0.46 3.25 -2.36 0.124
H 2.59 3.76 -0.45 0.107
H 2.65 4.02 -2.18 0.142
H 3.94 2.02 -1.55 0.139
H 2.59 1.58 -2.59 0.132
H 2.32 0.08 -1.06 0.052
H 4.12 0.59 0.41 0.137
H 2.66 -0.07 1.11 0.104
O 0.78 -3.21 -1.19 0.158
B 1.66 -2.17 -1.21 -0.316
O 2.97 -2.53 -1.10 0.166
C 2.93 -3.93 -1.01 -0.182
C 3.97 -4.81 -0.89 0.024
C 3.61 -6.16 -0.84 -0.055
C 2.29 -6.57 -0.90 -0.056
C 1.24 -5.66 -1.02 0.022
C 1.61 -4.33 -1.07 -0.181
H 5.00 -4.49 -0.85 0.129
H 4.39 -6.90 -0.75 0.115
H 2.06 -7.63 -0.85 0.115
H 0.21 -5.97 -1.07 0.128
C 0.53 -2.41 3.20 -0.022
C -0.63 -2.15 2.28 -0.241
C -1.84 -2.84 2.45 0.044
C -2.92 -2.65 1.60 -0.229
C -4.20 -3.42 1.79 -0.023
C -2.80 -1.75 0.55 0.039
C -1.61 -1.02 0.35 -0.273
C -0.55 -1.24 1.25 -0.038
N -1.41 -0.09 -0.63 -0.001
C -2.10 -0.17 -1.95 -0.589
C -1.26 0.65 -2.93 -0.063
C -2.15 -1.61 -2.47 -0.007
C -3.51 0.44 -1.88 -0.005
H 0.63 -3.47 3.43 0.094
H 0.40 -1.89 4.15 0.094
H 1.47 -2.08 2.75 0.075
H -1.93 -3.56 3.26 0.137
H -4.29 -3.78 2.82 0.088
H -4.21 -4.30 1.14 0.098
H -5.07 -2.82 1.55 0.089
H -3.66 -1.60 -0.09 0.102
H 0.41 -0.77 1.04 0.061
H -0.25 0.23 -3.00 0.080
H -1.21 1.69 -2.62 0.040
H -1.70 0.62 -3.92 0.105
H -1.17 -2.08 -2.40 0.081
H -2.45 -1.59 -3.52 0.103
H -2.86 -2.24 -1.94 0.082
H -3.49 1.48 -1.58 0.063
H -4.17 -0.10 -1.20 0.076
H -3.96 0.39 -2.88 0.107

Short version: largest force on an atom = 1.99; 1.44; 2.33; 2.94; 0.24 eV Å⁻¹, in the order given.